Record 1
Molecular formula: CH2FHgO2
Method: DFT, wB97M-V/def2-TZVPD

Geometry (Å):
H1 -1.54 0.49 0.84
F1 -1.61 0.00 -1.75
O1 -0.93 -0.16 0.28
C1 -1.32 -0.72 -0.81
H2 -1.21 -1.81 -0.91
O2 0.14 0.75 0.31
Hg1 2.06 0.45 1.85

Total charge: +2
Spin multiplicity: 2
HOMO (alpha / beta): -19.2 / -21.5 eV
⟨S²⟩: 0.81
Kohn-Sham gap (alpha / beta): 0.2029 / 0.3014 hartree

***

Record 2
Molecular formula: CH2FIS
Method: DFT, wB97M-V/def2-TZVPD

Geometry (Å):
C1 -1.74 0.56 -0.56
F1 -1.56 1.78 -1.09
S1 2.58 -0.73 1.65
I1 -0.32 -0.08 0.95
H1 -1.81 -0.31 -1.34
H2 2.84 -1.23 0.39

HOMO (alpha / beta): -9.7 / -9.2 eV
Energy relative to the best compared isomer or geometry (same formula, charge and spin): 76.2 kcal per mole
Kohn-Sham gap (alpha / beta): 0.3163 / 0.2470 hartree